Record 1
{
  "formula": "C47H56N11O2ReSSe",
  "method": "ωB97M-V with the def2-TZVPD basis set",
  "symbols": ["Re", "N", "C", "C", "C", "C", "C", "C", "S", "O", "O", "N", "C", "N", "C", "C", "C", "N", "H", "H", "H", "H", "H", "H", "H", "H", "H", "C", "C", "C", "C", "C", "C", "C", "N", "C", "C", "C", "C", "C", "C", "C", "N", "C", "C", "C", "C", "H", "H", "H", "H", "H", "H", "H", "H", "H", "H", "H", "H", "H", "H", "H", "H", "H", "H", "H", "H", "H", "H", "H", "H", "N", "C", "C", "C", "C", "C", "C", "C", "H", "H", "H", "H", "H", "Se", "N", "C", "C", "C", "C", "C", "C", "N", "H", "H", "H", "H", "C", "C", "N", "C", "C", "C", "C", "N", "H", "H", "H", "H", "H", "H", "H", "H", "H", "H", "H", "H", "H", "H"],
  "xyz": [[0.232, -0.521, 0.195], [4.055, -8.044, 0.274], [3.144, -7.082, -0.004], [2.410, -6.461, 1.024], [1.517, -5.458, 0.730], [1.337, -5.026, -0.588], [1.996, -5.697, -1.625], [2.884, -6.701, -1.335], [0.220, -3.695, -0.826], [-0.558, -3.818, -2.022], [-0.505, -3.557, 0.415], [1.043, -2.171, -0.927], [1.844, -1.996, -2.072], [2.090, -3.042, -2.847], [2.761, -2.851, -3.975], [3.220, -1.604, -4.372], [2.985, -0.583, -3.482], [2.305, -0.764, -2.343], [4.187, -8.373, 1.211], [4.518, -8.544, -0.461], [2.525, -6.801, 2.047], [0.893, -5.036, 1.505], [1.766, -5.459, -2.650], [3.373, -7.235, -2.142], [2.948, -3.736, -4.575], [3.745, -1.451, -5.304], [3.351, 0.423, -3.662], [-0.955, 4.683, -4.578], [-1.683, 3.329, -4.608], [-3.180, 3.534, -4.294], [-1.549, 2.719, -6.006], [-1.113, 2.422, -3.537], [-0.625, 1.143, -3.795], [-0.190, 0.345, -2.761], [-0.197, 0.750, -1.481], [-0.681, 1.984, -1.200], [-1.119, 2.823, -2.194], [-0.848, 2.277, 0.235], [-1.223, 3.505, 0.728], [-1.507, 3.685, 2.085], [-1.446, 2.539, 2.883], [-1.014, 1.349, 2.349], [-0.677, 1.209, 1.052], [-1.903, 5.046, 2.625], [-1.666, 5.145, 4.138], [-3.410, 5.226, 2.337], [-1.112, 6.155, 1.915], [-1.384, 5.333, -5.341], [0.108, 4.562, -4.798], [-1.055, 5.194, -3.616], [-3.635, 4.127, -5.089], [-3.333, 4.063, -3.351], [-3.705, 2.576, -4.245], [-1.946, 3.420, -6.739], [-2.118, 1.790, -6.101], [-0.504, 2.529, -6.265], [-0.587, 0.751, -4.802], [0.158, -0.657, -2.955], [-1.504, 3.799, -1.932], [-1.292, 4.346, 0.051], [-1.710, 2.569, 3.931], [-0.922, 0.472, 2.975], [-2.312, 4.471, 4.702], [-1.899, 6.157, 4.470], [-0.623, 4.938, 4.397], [-4.005, 4.481, 2.871], [-3.627, 5.144, 1.269], [-3.720, 6.215, 2.675], [-0.034, 5.965, 1.939], [-1.293, 7.102, 2.424], [-1.421, 6.286, 0.876], [-1.636, -1.169, -0.225], [-2.600, -1.657, -0.631], [-3.770, -2.260, -1.129], [-3.767, -3.636, -1.406], [-4.919, -4.215, -1.895], [-6.055, -3.440, -2.108], [-6.053, -2.074, -1.833], [-4.916, -1.474, -1.341], [-2.866, -4.214, -1.247], [-4.936, -5.274, -2.111], [-6.955, -3.904, -2.492], [-6.944, -1.483, -2.002], [-4.900, -0.414, -1.113], [2.146, -2.194, 2.544], [0.527, -1.560, 2.053], [-0.383, -2.074, 2.904], [-1.786, -1.871, 2.885], [-2.544, -2.488, 3.834], [-1.979, -3.322, 4.848], [-0.643, -3.521, 4.921], [0.191, -2.895, 3.946], [1.506, -3.040, 3.907], [-2.242, -1.259, 2.121], [-3.618, -2.344, 3.823], [-2.636, -3.798, 5.564], [-0.188, -4.144, 5.681], [1.892, 2.911, 2.210], [2.192, 1.588, 2.907], [3.340, 0.887, 2.315], [4.564, 0.840, 3.141], [5.374, 2.130, 3.119], [3.304, 0.423, 1.077], [4.610, 0.053, 0.428], [2.183, 0.278, 0.365], [1.096, 3.435, 2.741], [1.579, 2.757, 1.178], [2.774, 3.552, 2.210], [1.330, 0.927, 2.887], [2.438, 1.776, 3.949], [5.172, -0.005, 2.834], [4.237, 0.639, 4.160], [5.765, 2.354, 2.126], [6.221, 2.030, 3.798], [4.776, 2.979, 3.457], [5.083, -0.783, 0.947], [5.306, 0.891, 0.456], [4.453, -0.243, -0.605], [2.454, 0.088, -0.623]],
  "mulliken_charge": [1.143, -0.453, 1.117, -1.079, -0.499, -0.876, -0.391, -0.908, 2.087, -0.770, -0.614, -0.111, 0.430, -0.363, -0.187, -1.096, -0.457, -0.432, 0.198, 0.202, 0.358, 0.669, 0.624, 0.337, 0.464, 0.495, 0.601, -1.522, 1.833, -1.491, -2.101, 0.447, -1.033, -1.322, 0.243, -0.043, -0.588, -0.583, -0.547, 0.529, -0.901, -0.785, 0.866, 1.763, -1.786, -1.689, -1.575, 0.462, 0.388, 0.300, 0.459, 0.334, 0.363, 0.445, 0.397, 0.435, 0.688, 0.992, 0.550, 0.592, 0.486, 0.277, 0.417, 0.445, 0.358, 0.378, 0.352, 0.472, 0.310, 0.459, 0.443, -0.041, 1.442, -0.195, -0.304, -0.812, -0.414, -0.722, -0.648, 0.550, 0.456, 0.434, 0.435, 0.515, 0.353, -0.467, 1.420, -0.061, -1.047, -0.769, -0.842, 0.082, -0.704, 0.558, 0.484, 0.466, 0.549, -0.441, -0.202, 0.766, -0.862, -1.079, 1.088, -1.739, 0.201, 0.069, 0.031, 0.580, -0.606, 0.615, 0.509, 0.510, 0.248, 0.439, 0.280, 0.412, 0.307, 0.347, -0.202],
  "spin_multiplicity": 4,
  "gap_ev": [5.7, 4.7],
  "e_homo_ev": [-14.01, -14.00],
  "largest_force_ev_per_a": 1.34,
  "s2": 3.78,
  "charge": 3
}

=====

Record 2
{
  "formula": "C49H49F6N5O7PSSbY",
  "method": "ωB97M-V with the def2-TZVPD basis set",
  "symbols": ["Y", "C", "O", "C", "N", "C", "C", "C", "C", "C", "C", "C", "C", "C", "C", "C", "C", "N", "C", "N", "C", "C", "O", "C", "C", "C", "C", "C", "C", "H", "H", "H", "H", "H", "H", "H", "H", "H", "H", "H", "H", "H", "H", "H", "H", "H", "H", "H", "N", "P", "C", "C", "C", "C", "C", "C", "C", "C", "C", "C", "C", "C", "C", "C", "C", "C", "C", "N", "H", "H", "H", "H", "H", "H", "H", "H", "H", "H", "H", "H", "H", "H", "H", "F", "C", "F", "F", "C", "O", "O", "C", "C", "Sb", "C", "C", "C", "C", "H", "H", "H", "H", "H", "H", "H", "H", "H", "H", "H", "H", "H", "H", "H", "F", "C", "F", "F", "S", "O", "O", "O"],
  "xyz": [[-0.839, 1.580, -1.516], [3.072, 1.209, -3.943], [1.956, 0.821, -4.814], [0.920, 0.675, -4.012], [1.105, 0.704, -2.749], [2.567, 0.856, -2.537], [2.895, 1.834, -1.441], [2.175, 1.797, -0.251], [2.446, 2.662, 0.791], [3.476, 3.585, 0.661], [4.222, 3.615, -0.505], [3.937, 2.744, -1.551], [-0.427, 0.460, -4.581], [-0.733, 0.245, -5.911], [-2.064, 0.031, -6.234], [-3.038, 0.055, -5.246], [-2.632, 0.300, -3.948], [-1.358, 0.479, -3.639], [-3.519, 0.413, -2.771], [-3.076, 0.393, -1.570], [-4.261, 0.531, -0.695], [-5.379, 0.921, -1.682], [-4.813, 0.574, -2.980], [-4.054, 1.496, 0.449], [-5.241, 2.058, 1.072], [-5.191, 2.708, 2.242], [-3.919, 3.120, 2.823], [-2.661, 2.575, 2.171], [-2.850, 1.648, 1.038], [3.945, 0.650, -4.259], [3.225, 2.276, -4.084], [2.940, -0.124, -2.225], [1.410, 1.035, -0.094], [1.850, 2.625, 1.696], [3.689, 4.280, 1.463], [5.029, 4.329, -0.613], [4.538, 2.796, -2.452], [0.045, 0.248, -6.661], [-2.347, -0.146, -7.263], [-4.083, -0.094, -5.476], [-4.466, -0.456, -0.267], [-6.297, 0.358, -1.564], [-5.577, 1.990, -1.690], [-6.209, 1.820, 0.644], [-6.103, 2.937, 2.780], [-3.889, 3.408, 3.867], [-1.758, 2.484, 2.762], [-2.031, 0.964, 0.794], [3.889, -1.171, 1.847], [3.839, -1.738, 0.198], [5.643, -2.028, 0.037], [6.339, -1.273, -0.906], [7.711, -1.431, -1.064], [8.397, -2.344, -0.277], [7.713, -3.103, 0.666], [6.343, -2.950, 0.821], [3.247, -3.462, 0.394], [3.064, -4.090, 1.622], [2.628, -5.409, 1.678], [2.366, -6.110, 0.509], [2.535, -5.489, -0.721], [2.966, -4.168, -0.775], [2.770, -0.610, 2.452], [2.852, 0.024, 3.704], [1.707, 0.534, 4.261], [0.501, 0.433, 3.573], [0.520, -0.185, 2.344], [1.616, -0.718, 1.785], [4.789, -0.966, 2.248], [5.802, -0.550, -1.511], [8.244, -0.839, -1.799], [9.465, -2.468, -0.399], [8.250, -3.821, 1.275], [5.808, -3.560, 1.541], [3.266, -3.548, 2.539], [2.493, -5.890, 2.639], [2.029, -7.139, 0.556], [2.332, -6.031, -1.637], [3.095, -3.685, -1.739], [3.805, 0.096, 4.213], [1.745, 1.020, 5.229], [-0.418, 0.828, 3.986], [-0.387, -0.271, 1.754], [-0.520, 6.376, -3.418], [0.194, 5.605, -2.602], [0.685, 6.357, -1.618], [1.230, 5.138, -3.313], [-0.617, 4.412, -2.035], [-1.634, 4.096, -2.936], [0.192, 3.367, -1.784], [-1.392, -4.845, 2.115], [-1.925, -3.706, 2.980], [-2.809, -2.156, 1.780], [-4.676, -3.159, 1.344], [-4.757, -3.682, -0.090], [-3.610, -0.923, 3.369], [-4.129, -1.680, 4.589], [-0.971, -5.645, 2.731], [-0.609, -4.502, 1.440], [-2.184, -5.291, 1.505], [-1.123, -3.249, 3.566], [-2.681, -4.066, 3.679], [-5.475, -2.440, 1.545], [-4.803, -3.973, 2.061], [-4.639, -2.876, -0.821], [-5.715, -4.169, -0.288], [-3.971, -4.411, -0.297], [-4.413, -0.339, 2.905], [-2.835, -0.204, 3.654], [-4.906, -2.396, 4.315], [-4.559, -0.996, 5.324], [-3.331, -2.235, 5.088], [-3.696, 5.823, -0.637], [-2.422, 6.195, -0.458], [-2.075, 6.980, -1.468], [-2.325, 6.880, 0.667], [-1.396, 4.623, -0.280], [-3.093, 3.915, 1.986], [-0.335, 4.898, 0.706], [-2.266, 2.920, -2.379]],
  "mulliken_charge": [0.985, -0.747, -0.451, 0.420, -0.232, 0.173, 0.535, 0.913, -1.003, -1.015, -0.950, -0.716, 0.183, -0.665, -0.497, -0.668, 0.508, 0.082, -0.110, -0.200, 0.906, -0.661, -0.402, 0.287, -0.940, -1.134, -0.422, -1.281, 2.251, 0.274, 0.496, 0.119, 0.557, 0.483, 0.436, 0.413, 0.445, 0.589, 0.481, 0.584, -0.294, 0.355, 0.445, 0.451, 0.476, 0.652, 0.562, -0.430, -0.130, 0.902, 0.015, -0.090, -0.669, -0.422, -0.711, -0.251, 0.316, -0.317, -0.801, -0.487, -0.603, -0.536, 0.380, -0.899, -1.005, -0.690, -0.147, -0.064, 0.295, 0.289, 0.403, 0.389, 0.393, 0.378, 0.407, 0.436, 0.402, 0.432, 0.348, 0.527, 0.424, 0.426, 0.569, -0.263, 0.566, -0.231, -0.208, 0.427, -0.496, -0.507, -1.118, -0.793, 0.048, -0.870, -0.912, -0.050, -1.343, 0.357, 0.261, 0.274, 0.484, 0.487, 0.430, 0.546, 0.075, 0.364, 0.281, 0.185, 0.192, 0.296, 0.431, 0.309, -0.232, 0.439, -0.201, -0.219, 1.246, -0.388, -0.707, -0.310],
  "spin_multiplicity": 1,
  "gap_ev": 6.7,
  "e_homo_ev": -10.17,
  "largest_force_ev_per_a": 0.72,
  "charge": 1
}

=====

Record 3
{
  "formula": "C7H12O",
  "method": "ωB97M-V with the def2-TZVPD basis set",
  "symbols": ["C", "C", "C", "C", "C", "O", "C", "C", "H", "H", "H", "H", "H", "H", "H", "H", "H", "H", "H", "H"],
  "xyz": [[0.912, 0.541, 1.361], [0.853, 0.219, -0.125], [-0.097, 1.174, -0.764], [-1.486, 0.449, -0.444], [-1.505, -0.829, 0.454], [-0.452, -1.793, 0.194], [0.417, -1.151, -0.616], [1.883, -0.770, -0.565], [0.004, 1.081, 1.645], [1.762, 1.238, 1.557], [1.032, -0.381, 1.977], [-0.138, 2.162, -0.282], [-0.006, 1.435, -1.832], [-2.199, 1.205, -0.007], [-1.899, 0.187, -1.406], [-1.513, -0.498, 1.511], [-2.461, -1.305, 0.289], [0.068, -1.092, -1.624], [2.284, -0.750, -1.539], [2.540, -1.122, 0.216]],
  "mulliken_charge": [-1.665, 1.293, -1.079, -0.629, -0.541, -0.444, -0.214, -0.812, 0.406, 0.340, 0.398, 0.360, 0.285, 0.288, 0.406, 0.263, 0.417, 0.363, 0.275, 0.291],
  "spin_multiplicity": 1,
  "gap_ev": 9.6,
  "e_homo_ev": -8.55,
  "largest_force_ev_per_a": 2.25,
  "smiles": "C[C@]12CCCO[C@@H]1C2"
}

=====

Result set for energy above the lowest of the compared OMol25 structures with the same formula, charge and spin: 15.7 925.0 260.7 kJ/mol, one per record in the order listed.